18
Properties=species:S:1:pos:R:3:forces:R:3 method="wB97M-V/def2-TZVPD" smiles="C=CS/C=N/N(C)C" charge=0 homo_ev=-7.745 de_lowest_kj_mol=263.3
C -2.717 -0.946 -0.048 -1.54 0.82 0.14
H 4.066 0.603 0.462 0.08 0.01 0.05
H -3.564 1.588 -0.071 -1.23 0.02 -0.25
C -0.056 -0.899 0.055 -0.65 0.62 -0.26
H 1.260 1.269 -0.586 0.14 -0.38 -0.04
C 3.261 1.194 0.045 0.28 -0.07 0.00
C 2.080 0.654 -0.219 0.22 0.48 0.17
C -2.571 1.478 0.268 1.46 1.35 -0.16
S 1.702 -1.037 0.096 -0.27 0.61 -0.15
H -2.534 1.445 1.354 -0.09 0.06 0.39
H -2.017 2.395 -0.077 -0.36 -0.98 0.37
H -2.658 -1.187 1.035 0.21 -0.24 -0.44
H -3.809 -0.789 -0.255 0.95 0.05 0.11
N -1.999 0.314 -0.327 0.07 -2.30 -0.51
H 3.481 2.242 -0.151 -0.20 -0.25 -0.04
H -0.526 -1.892 0.174 0.07 0.69 -0.13
N -0.642 0.235 -0.150 0.61 -1.08 0.41
H -2.429 -1.802 -0.685 0.24 0.61 0.34

***

30
Properties=species:S:1:pos:R:3:forces:R:3 method="wB97M-V/def2-TZVPD" smiles=Cc1c[nH]c2ccccc12.CCC charge=0 homo_ev=-7.778 de_lowest_kj_mol=110.9
C -0.895 1.149 -0.502 0.21 -0.54 -0.40
C -3.203 -0.383 0.081 0.37 0.58 -1.26
C 1.242 -2.896 1.285 1.15 0.57 0.98
C 1.855 -1.594 0.681 -0.07 -0.66 0.04
H 2.009 -3.627 1.539 0.13 -0.31 -0.55
H -2.837 0.373 2.026 -0.49 -0.02 0.30
H 2.915 -1.723 0.417 -0.37 -0.32 -0.27
H -1.084 1.952 1.557 0.09 -0.09 0.08
C -1.515 0.245 -1.417 -0.04 0.51 -0.72
H 0.942 1.271 -3.241 0.22 -0.39 0.27
C -2.745 -0.371 -1.228 0.17 -0.28 0.64
H -3.281 -0.821 -2.055 0.08 -0.27 0.09
N -0.739 0.185 -2.571 -0.64 0.10 1.25
H 2.162 2.375 -1.134 0.35 0.98 0.28
H 1.113 -0.628 2.494 -0.42 0.36 -0.43
H 2.773 -0.498 2.296 0.36 0.11 -0.18
C 1.857 -0.453 1.710 -0.15 -0.28 0.35
H 1.769 0.548 1.292 -0.10 -0.06 -0.02
C -2.511 0.404 1.001 -0.22 0.78 2.09
H -1.067 -0.127 -3.456 -0.10 -0.27 -0.38
C 1.245 2.666 -0.614 -0.21 -0.67 -1.41
H 0.858 3.651 -0.879 0.45 0.17 -0.24
H 0.910 -2.646 2.299 -0.71 -0.10 -0.33
H 1.425 2.709 0.453 -0.20 -0.61 0.22
H -4.123 -0.900 0.312 0.08 0.02 0.34
C 0.290 1.635 -1.181 -0.68 -0.10 1.47
H 0.464 -3.348 0.680 -0.06 0.02 0.09
C -1.456 1.288 0.794 -0.22 -1.57 -2.03
H 1.299 -1.438 -0.252 0.19 0.72 0.30
C 0.328 1.000 -2.387 0.81 1.64 -0.56

***

10
Properties=species:S:1:pos:R:3:forces:R:3 method="wB97M-V/def2-TZVPD" charge=0 homo_ev="-9.731 / -9.607" de_lowest_kj_mol=701.5
N -0.349 1.802 -0.327 0.11 -0.01 0.67
C 1.050 0.036 -0.008 -3.67 -0.54 1.32
S -1.708 -0.710 -0.089 -1.04 -0.53 -2.17
H 1.895 -0.372 -0.375 3.28 -0.78 -0.80
H 0.998 0.149 1.104 0.03 -0.45 -0.69
N 0.759 1.255 -0.644 0.76 0.33 -1.30
C -1.331 2.347 0.030 -0.45 0.40 -0.01
O 0.445 -2.322 -0.609 -0.66 1.28 -0.17
O -1.772 -0.962 1.344 0.04 -0.19 1.95
C 0.013 -1.222 -0.427 1.60 0.49 1.19

***

68
Properties=species:S:1:pos:R:3:forces:R:3 method="wB97M-V/def2-TZVPD" s2=0.751 charge=+1 multiplicity=2 homo_ev="-10.735 / -10.726" de_lowest_kj_mol=5.7
C -1.129 4.057 -4.560 0.01 0.00 0.28
C -0.522 -3.098 -1.124 0.07 0.11 0.02
C 1.648 -4.056 -1.541 0.10 0.11 0.14
C -3.411 0.087 0.002 0.14 -0.04 -0.01
H 3.295 -3.129 -0.526 0.09 0.00 0.01
H 4.414 2.361 -0.963 0.00 -0.02 0.06
C -2.015 -0.303 -1.929 0.01 -0.11 0.12
C 0.278 -4.046 -1.741 -0.13 0.02 0.00
C 0.133 2.196 -2.828 -0.84 1.06 -1.01
C 5.713 2.523 0.739 -0.18 -0.06 -0.40
H -1.934 -3.191 6.224 -0.01 -0.10 0.08
H -3.823 -4.166 2.094 -0.06 -0.10 -0.03
H 0.767 1.244 -4.642 0.03 -0.09 -0.03
C -0.417 2.960 -5.077 -0.12 0.23 0.20
C -0.677 -1.475 6.125 -0.26 -0.26 0.00
P -0.793 -0.730 0.537 -0.55 -1.31 -0.09
I -0.017 1.483 2.995 -0.23 -0.79 0.70
C -0.235 -0.430 5.305 0.07 0.39 -0.59
C 2.229 -3.121 -0.698 0.20 -0.08 -0.04
H 5.891 2.038 1.698 -0.04 -0.03 0.10
H 6.630 2.466 0.158 0.19 0.00 -0.07
H 5.493 3.575 0.913 0.02 0.07 0.09
C 4.545 1.853 0.003 -0.13 -0.15 0.19
C -1.618 -1.580 1.956 -0.01 0.22 -0.23
C -0.831 3.488 -0.928 -0.28 0.27 -0.20
H -3.154 -4.083 4.480 -0.09 -0.13 0.09
H -1.585 -3.093 -1.312 -0.07 0.02 -0.04
C -3.114 -3.437 2.450 0.01 -0.10 0.29
C 0.196 2.069 -4.242 0.18 -0.26 0.53
H 0.344 0.372 5.737 0.04 0.03 0.00
H -0.352 2.840 -6.147 0.04 -0.03 -0.13
H -1.506 4.312 -0.644 0.17 -0.14 0.10
Yb 1.142 1.195 -0.041 0.72 0.12 0.81
H 3.113 3.063 1.012 -0.14 -0.19 0.12
C 3.247 1.976 0.834 -0.15 0.00 -0.29
H 4.042 -0.130 -0.775 0.15 0.01 0.05
C -4.442 0.484 -0.831 -0.09 0.06 -0.02
H 2.265 -4.786 -2.042 0.04 -0.08 -0.02
C -1.512 -2.418 5.600 0.22 0.24 0.19
H -1.771 5.068 -2.798 -0.12 0.07 -0.02
C 1.438 -2.168 -0.082 -0.19 0.31 0.11
C -1.855 -2.404 4.233 0.10 0.15 -0.10
O -0.328 2.802 -0.012 0.09 0.20 0.12
H -3.545 0.091 1.076 -0.05 -0.01 0.00
C -2.201 -0.334 -0.547 0.19 0.27 0.05
H -1.064 -0.603 -2.355 -0.07 0.01 -0.03
H -5.384 0.795 -0.406 -0.08 0.03 0.04
H 3.513 1.569 1.831 -0.36 0.04 -0.13
C -3.055 0.090 -2.752 -0.06 0.05 -0.09
C -1.317 -1.417 3.341 -0.16 -0.23 0.09
C -1.238 4.222 -3.208 0.04 -0.15 -0.06
C 0.055 -2.140 -0.295 0.19 0.49 0.17
H -2.921 0.090 -3.823 0.03 0.01 -0.11
C 4.881 0.386 -0.282 -0.14 0.34 -0.14
C -0.563 -0.395 3.971 0.46 0.69 -0.11
C -0.639 3.300 -2.315 0.47 -0.58 -0.37
Cl -1.846 5.190 -5.641 -0.08 0.09 -0.12
H 5.115 -0.133 0.647 -0.05 -0.11 0.09
C -2.755 -3.383 3.765 -0.03 0.01 -0.28
H -5.082 0.777 -2.854 -0.04 0.02 -0.03
H 5.752 0.316 -0.933 0.04 -0.14 -0.05
H 1.896 -1.443 0.609 -0.02 -0.28 -0.16
H -0.398 -1.493 7.166 0.01 0.01 0.07
C -4.270 0.479 -2.207 0.03 0.00 -0.02
O 0.725 1.344 -2.067 0.55 -0.41 0.33
H -2.751 -2.641 0.507 -0.03 -0.04 -0.08
C -2.510 -2.555 1.555 0.27 0.35 -0.01
H -0.173 -4.777 -2.393 -0.07 -0.10 -0.08

***

13
Properties=species:S:1:pos:R:3:forces:R:3 method="wB97M-V/def2-TZVPD" s2=0.754 charge=+2 multiplicity=2 homo_ev="-19.264 / -19.239" de_lowest_kj_mol=54.0
H 1.292 -1.657 -0.669 -0.04 -0.03 -0.03
H -0.996 -1.484 -1.236 0.10 0.18 0.02
C 0.692 -0.950 -0.036 -0.49 -0.38 0.13
Li 3.112 -0.325 1.486 0.20 -0.02 0.16
O -0.808 1.970 0.187 0.72 0.29 -2.08
H -2.077 1.343 1.464 -1.70 -0.45 -1.37
C -1.667 1.143 0.436 2.34 0.19 4.16
H 0.493 -1.575 0.862 0.03 0.02 -0.13
O 1.556 0.049 0.267 0.34 0.38 0.09
H -0.402 0.163 -1.563 -0.01 -0.22 0.06
C -0.580 -0.582 -0.776 -0.37 0.05 -0.50
O -1.597 -0.130 0.129 -0.55 -0.28 -0.62
Li 0.983 2.035 -0.552 -0.57 0.27 0.12

***

9
Properties=species:S:1:pos:R:3:forces:R:3 method="wB97M-V/def2-TZVPD" smiles="CNC(=S)Br" charge=0 homo_ev=-8.537 de_lowest_kj_mol=19.5
Br -2.136 -1.463 -0.174 1.03 0.85 0.37
N 0.043 0.499 -0.089 0.09 -1.42 0.33
H 0.180 1.495 -0.236 0.40 -0.33 0.26
H 0.596 -1.425 0.225 1.07 0.39 0.39
C 1.133 -0.460 0.111 -1.35 0.15 0.69
H 1.882 -0.147 0.854 -0.98 -0.32 0.73
C -1.278 0.270 0.012 -0.72 2.65 -0.78
S -2.179 1.707 0.013 -0.26 -1.62 0.18
H 1.758 -0.476 -0.718 0.72 -0.36 -2.17

***

9
Properties=species:S:1:pos:R:3:forces:R:3 method="wB97M-V/def2-TZVPD" charge=0 homo_ev=-9.386 de_lowest_kj_mol=435.8
C -0.758 1.128 0.134 0.25 -0.48 -0.14
N 1.164 0.406 0.673 0.40 -0.68 0.39
O -1.494 -1.530 -0.873 -0.20 -0.20 -0.24
S 0.618 2.048 0.694 -0.03 -0.36 0.02
N -0.362 -1.381 -0.500 0.77 2.28 1.74
H -1.761 1.418 -0.083 -0.26 0.03 -0.01
H 2.072 0.089 0.360 -0.10 0.19 -0.20
O 0.562 -2.154 -0.558 0.12 -0.33 -0.20
C -0.042 -0.024 0.153 -0.95 -0.45 -1.36

***

Number 1: electronic energy -704.12353 hartree. Number 2: electronic energy -522.17803 hartree. Number 3: electronic energy -773.47999 hartree. Number 4: electronic energy -3683.15867 hartree. Number 5: electronic energy -357.46465 hartree. Number 6: electronic energy -3105.52880 hartree. Number 7: electronic energy -735.42128 hartree.